*i*
ORCA calculation (ωB97M-V/def2-TZVPD) on an isolated molecule of C3H6O3.

CARTESIAN COORDINATES (ANGSTROEM)
H1 0.773 -0.390 1.278
O1 1.683 1.085 -0.538
H2 -1.851 -1.146 0.200
O2 -1.400 -0.209 2.033
O3 0.214 0.093 -1.891
H3 0.626 0.733 -2.503
H4 0.507 -1.709 0.153
H5 -1.522 0.560 0.182
H6 -2.036 -0.853 2.348
C1 0.845 0.241 -0.706
C2 0.281 -0.666 0.352
C3 -1.203 -0.379 0.628

Values from the calculation:
HOMO-LUMO gap ... 11.2 eV
Multiplicity ... 1
LUMO energy ... 0.026 Ha
SMILES ... O=C(O)CCO

---

*ii*
ORCA calculation (ωB97M-V/def2-TZVPD) on a cluster of 2 separate species, C3H6O3 in total.

CARTESIAN COORDINATES (ANGSTROEM)
C1 1.374 -2.328 0.159
O1 -0.579 0.398 -1.080
H1 -0.806 2.902 1.032
H2 0.658 1.710 0.642
O2 1.017 -1.178 0.728
O3 0.650 -3.188 -0.244
C2 -1.121 1.361 -0.256
H3 -2.161 1.568 -0.480
H4 0.068 -1.065 0.540
C3 -0.352 2.042 0.575
H5 2.464 -2.463 0.170
H6 -1.212 0.241 -1.785

Values from the calculation:
HOMO-LUMO gap ... 10.1 eV
Multiplicity ... 1
LUMO energy ... 0.024 Ha
SMILES ... C=CO.O=CO

---

*iii*
ORCA calculation (ωB97M-V/def2-TZVPD) on a cluster of 2 separate species, C3H6O3 in total.

CARTESIAN COORDINATES (ANGSTROEM)
H1 -1.061 -0.009 0.569
C1 -0.556 -0.430 -0.335
O1 -0.643 1.257 -1.919
O2 -0.793 -1.542 -0.730
O3 1.403 -0.661 1.247
H2 -0.961 0.591 -2.543
H3 1.117 0.140 -1.608
H4 0.310 0.484 2.506
C2 0.485 -0.492 2.013
H5 -0.250 -1.287 2.244
C3 0.280 0.600 -1.068
H6 0.670 1.349 -0.376

Values from the calculation:
HOMO-LUMO gap ... 10.3 eV
Multiplicity ... 1
LUMO energy ... 0.015 Ha
SMILES ... O=CCO.C=O

---

*iv*
ORCA calculation (ωB97M-V/def2-TZVPD) on a structure of composition C3H6O3.

CARTESIAN COORDINATES (ANGSTROEM)
H1 -0.241 -1.377 -1.446
H2 0.065 0.330 -1.677
H3 2.045 -0.155 0.017
H4 -1.200 1.571 -0.093
O1 1.569 -1.091 0.193
C1 -0.467 -0.471 -1.065
H5 -1.833 -0.128 -1.224
C2 0.244 -0.542 0.349
O2 0.822 0.769 2.247
O3 -0.754 1.701 0.826
H6 -0.409 -1.284 0.694
C3 0.159 0.676 1.180

Values from the calculation:
HOMO-LUMO gap ... 10.9 eV
Multiplicity ... 1
LUMO energy ... 0.007 Ha

---

Which is most stable? The ranking, best first, is *i*, *ii*, *iii*, *iv*.

---

*i*
ORCA calculation (ωB97M-V/def2-TZVPD) on an isolated molecule of C3H6O3.

CARTESIAN COORDINATES (ANGSTROEM)
H1 -0.330 -1.130 -2.103
H2 -0.650 -0.746 1.369
O1 0.760 0.288 -1.150
H3 1.794 0.259 0.572
O2 -0.131 1.099 0.683
C1 -1.145 0.087 0.949
H4 -2.295 0.451 1.141
O3 -1.205 -0.547 -0.325
H5 1.676 1.718 -0.031
C2 1.115 0.766 0.113
C3 -0.105 -0.846 -0.991
H6 0.514 -1.397 -0.227

Values from the calculation:
HOMO-LUMO gap ... 11.0 eV
Multiplicity ... 1
LUMO energy ... 0.034 Ha
SMILES ... C1OCOCO1

---

*ii*
ORCA calculation (ωB97M-V/def2-TZVPD) on an isolated molecule of C3H6O3.

CARTESIAN COORDINATES (ANGSTROEM)
O1 -0.767 0.976 -0.652
H1 -1.768 1.137 1.046
H2 0.298 0.578 -2.247
C1 -0.786 0.736 0.725
H3 1.233 -0.820 0.841
C2 0.280 -1.260 0.400
O2 -0.763 -0.573 1.133
H4 0.067 1.366 1.200
C3 0.378 0.368 -1.178
H5 0.160 -2.307 0.490
O3 0.359 -1.008 -0.983
H6 1.308 0.808 -0.774

Values from the calculation:
HOMO-LUMO gap ... 11.4 eV
Multiplicity ... 1
LUMO energy ... 0.038 Ha
SMILES ... C1OCOCO1

---

Which is most stable? The ranking, best first, is *ii*, *i*.

---

*i*
ORCA calculation (ωB97M-V/def2-TZVPD) on an isolated molecule of C3H6O3.

CARTESIAN COORDINATES (ANGSTROEM)
O1 1.170 1.597 0.092
C1 0.444 -0.655 0.017
C2 0.962 0.577 0.722
H1 0.965 0.579 1.829
H2 -1.605 -1.286 -0.320
H3 -0.740 1.360 -0.592
H4 0.731 -1.569 0.554
H5 1.068 0.177 -1.589
O2 0.900 -0.734 -1.302
O3 -1.449 0.705 -0.665
C3 -1.081 -0.422 0.094
H6 -1.366 -0.329 1.158

Values from the calculation:
HOMO-LUMO gap ... 10.8 eV
Multiplicity ... 1
LUMO energy ... 0.017 Ha
SMILES ... O=C[C@H](O)CO

---

*ii*
ORCA calculation (ωB97M-V/def2-TZVPD) on an isolated molecule of C3H6O3.

CARTESIAN COORDINATES (ANGSTROEM)
C1 -0.390 -0.581 -1.918
O1 0.726 -0.483 -1.254
H1 1.041 0.040 2.041
H2 0.618 1.351 -0.234
C2 0.971 0.329 -0.070
H3 -2.131 -0.022 -1.875
H4 0.373 -1.335 1.150
O2 -1.368 0.115 -1.295
H5 2.062 0.323 -0.016
C3 0.374 -0.234 1.215
O3 -0.888 0.288 1.546
H6 -1.442 0.219 0.756

Values from the calculation:
HOMO-LUMO gap ... 10.2 eV
Multiplicity ... 1
LUMO energy ... 0.026 Ha

---

*iii*
ORCA calculation (ωB97M-V/def2-TZVPD) on a cluster of 2 separate species, C3H6O3 in total.

CARTESIAN COORDINATES (ANGSTROEM)
C1 0.707 -1.645 -0.795
O1 -1.591 2.609 1.495
H1 0.508 1.537 2.108
O2 0.472 2.367 2.528
C2 -0.202 -2.336 -1.865
H2 -0.356 4.136 2.073
H3 0.305 -3.238 -2.230
H4 -1.093 -2.495 -1.368
H5 0.228 -0.679 -0.451
H6 -0.359 -1.507 -2.672
C3 -0.528 3.031 1.888
O3 1.908 -1.781 -0.710

Values from the calculation:
HOMO-LUMO gap ... 10.5 eV
Multiplicity ... 1
LUMO energy ... 0.019 Ha
SMILES ... CC=O.O=CO

---

*iv*
ORCA calculation (ωB97M-V/def2-TZVPD) on a cluster of 2 separate species, C3H6O3 in total.

CARTESIAN COORDINATES (ANGSTROEM)
O1 2.371 2.074 0.973
O2 1.842 0.174 -0.175
C1 2.656 1.165 0.164
H1 -0.542 -1.222 1.101
H2 3.701 1.013 -0.115
O3 -1.417 0.687 -0.517
H3 -1.790 -2.531 0.638
H4 -1.707 1.077 -1.302
H5 -2.897 -0.909 -0.922
C2 -1.327 -1.523 0.427
C3 -1.903 -0.600 -0.363
H6 1.014 0.593 0.090

Values from the calculation:
HOMO-LUMO gap ... 10.2 eV
Multiplicity ... 1
LUMO energy ... 0.025 Ha
SMILES ... C=CO.O=CO

---

Which is most stable? The ranking, best first, is *i*, *iii*, *iv*, *ii*.

---

*i*
ORCA calculation (ωB97M-V/def2-TZVPD) on a structure of composition C46H50AsCsN8O6STe.

CARTESIAN COORDINATES (ANGSTROEM)
H1 4.479 2.619 0.389
H2 1.210 -0.558 -6.101
H3 4.040 -0.170 4.507
H4 -1.369 2.792 -1.715
C1 -5.996 1.608 0.431
H5 -0.260 5.369 2.034
O1 0.468 0.855 2.863
C2 0.013 5.147 -1.800
C3 -6.201 0.309 0.767
N1 -3.044 -1.207 -0.376
H6 5.522 -0.859 2.562
H7 0.079 5.082 -2.881
C4 -0.158 -0.815 -4.479
H8 -2.060 -0.752 -2.063
H9 -6.766 2.337 0.628
C5 -5.265 -2.056 1.057
H10 -5.161 4.139 -0.196
H11 -6.114 -2.403 1.621
H12 -2.906 4.671 -1.171
C6 -1.366 -2.987 4.095
H13 -2.089 -7.073 0.421
H14 -2.286 -3.100 -0.170
C7 -5.216 -0.729 0.583
C8 4.511 2.669 -3.215
H15 5.388 1.148 0.739
N2 -1.314 -2.900 2.764
C9 4.757 -2.854 2.169
H16 1.705 -1.778 -4.924
C10 -0.658 6.199 -1.212
C11 4.933 5.174 -2.143
C12 -2.354 2.598 -1.303
C13 -3.235 3.656 -0.998
C14 1.224 -0.804 -5.040
As1 3.004 -0.507 2.216
H17 2.245 1.516 -2.643
H18 5.095 6.155 -1.711
H19 5.705 -3.316 1.877
H20 2.376 0.430 4.422
C15 3.736 4.521 -1.916
O2 -8.293 0.951 1.542
C16 -1.169 -1.708 4.596
H21 -0.499 -8.998 -3.121
H22 4.585 -3.102 3.217
C17 -4.213 -2.900 0.810
S1 0.531 -7.065 -2.006
C18 -0.685 0.590 3.287
C19 4.773 -1.353 1.932
H23 2.315 -1.492 5.935
H24 -2.417 -8.994 -1.336
C20 3.021 -0.416 4.186
Te1 0.443 -4.846 0.482
C21 -3.820 1.037 -0.494
H25 4.347 1.678 -3.625
H26 3.542 -2.284 -1.707
C22 2.231 2.527 -2.230
C23 -4.454 3.359 -0.454
C24 -1.066 -1.284 5.996
H27 2.670 1.994 1.877
C25 -0.604 -8.319 -2.292
N3 3.008 -1.650 -1.120
H28 1.567 -1.999 4.423
N4 -7.541 0.015 1.338
H29 2.295 -1.253 -1.728
H30 -4.241 0.097 -3.828
C26 5.712 3.321 -3.443
H31 2.509 -2.250 -0.466
N5 -1.047 -1.649 2.349
O3 -0.805 -0.179 6.373
C27 -0.183 5.326 0.953
C28 3.568 1.371 1.915
C29 1.162 2.977 -1.595
C30 -4.043 -0.349 -0.100
N6 -0.358 -0.788 -3.170
C31 -0.300 -6.492 -0.617
C32 3.498 3.252 -2.453
H32 4.133 1.676 2.803
C33 -0.964 -0.907 3.442
H33 3.912 1.066 -0.212
C34 -1.389 -0.851 -5.164
H34 -1.175 -3.672 2.095
H35 5.023 -1.152 0.889
C35 2.505 -1.669 4.873
H36 0.947 3.524 1.032
C36 -3.836 -0.840 -4.217
N7 -2.645 1.338 -1.073
H37 -1.556 -0.869 -6.228
C37 0.628 4.123 -1.021
H38 -1.520 -3.944 4.566
H39 -4.180 -0.955 -5.245
H40 -4.256 -1.655 -3.626
C38 5.932 4.582 -2.908
O4 -1.277 -2.272 6.926
C39 -2.349 -0.844 -4.171
H41 -1.323 7.138 0.620
H42 3.209 -2.501 4.796
Cs1 0.046 0.411 0.477
C40 -0.784 6.314 0.170
H43 2.966 4.984 -1.315
H44 6.870 5.096 -3.080
H45 1.836 -0.063 -4.525
C41 0.502 4.275 0.392
H46 6.482 2.840 -4.035
H47 -4.216 -3.915 1.183
N8 -1.682 -0.820 -3.008
H48 3.966 -3.341 1.593
C42 -4.772 2.015 -0.178
H49 -1.450 -3.104 6.473
C43 -1.592 -8.295 -1.352
C44 4.382 1.560 0.641
H50 -1.099 6.954 -1.857
C45 -1.416 -7.258 -0.402
O5 -7.822 -1.139 1.607
C46 -3.121 -2.442 0.062
O6 -1.626 1.360 3.468

Values from the calculation:
HOMO-LUMO gap ... 3.9 eV
Charge ... -2
Multiplicity ... 1
LUMO energy ... 0.090 Ha

---

*ii*
ORCA calculation (ωB97M-V/def2-TZVPD) on a structure of composition C46H50AsCsN8O6STe.

CARTESIAN COORDINATES (ANGSTROEM)
C1 0.594 -2.055 -3.395
C2 2.811 -4.467 2.581
H1 -4.503 -0.067 -5.150
H2 0.605 -4.288 -1.183
H3 0.244 -5.171 1.966
C3 3.408 0.539 -4.724
C4 -4.504 -0.903 3.376
H4 -5.701 -0.098 -0.368
C5 6.294 0.358 -2.292
H5 3.741 -4.428 3.156
H6 1.498 1.436 -4.240
C6 -0.453 5.235 -1.863
H7 7.381 0.308 -0.483
H8 6.462 1.102 1.730
Cs1 -1.372 0.870 -0.382
C7 5.022 0.627 -2.937
C8 2.501 1.202 -3.898
H9 -0.481 -3.862 2.889
C9 -0.782 4.704 4.047
C10 -4.267 -0.735 -1.826
H10 0.895 -0.140 4.137
C11 -5.947 0.542 -3.684
H11 -7.180 1.021 -1.996
H12 1.450 -1.433 -3.641
H13 -2.282 -5.164 1.769
O1 -3.308 4.837 -0.926
H14 4.624 2.262 2.946
H15 -3.045 -1.205 -3.525
C12 3.398 2.435 1.174
H16 -3.578 -3.968 3.193
N1 -0.164 3.190 -0.957
H17 3.230 -2.595 1.593
C13 -3.419 -1.397 -0.813
C14 -1.058 4.142 -1.188
C15 4.008 1.259 -2.176
C16 -4.426 1.569 2.532
C17 6.440 0.578 -0.939
H18 -0.315 0.207 3.103
O2 -2.275 6.751 -2.098
H19 5.387 -0.246 -4.872
H20 -2.171 -3.572 0.971
C18 2.706 -3.836 -1.177
C19 -3.530 -1.861 3.546
C20 -3.837 0.242 2.877
N2 0.986 3.639 -1.448
C21 5.426 1.162 -0.165
N3 2.796 1.554 -2.667
C22 -0.750 5.919 6.061
H21 1.527 -5.194 0.017
N4 7.440 -0.129 -2.978
C23 -2.270 -2.019 -1.030
O3 7.434 -0.236 -4.200
C24 4.218 1.563 -0.776
H22 -1.078 6.674 6.765
H23 2.616 -2.853 -1.641
C25 4.544 2.047 1.889
H24 -5.559 -1.009 3.575
H25 -2.181 6.292 4.418
N5 -2.376 -1.276 3.169
C26 -3.603 -3.270 4.031
C27 -5.445 -0.099 -1.422
C28 0.281 5.066 6.306
H26 -4.037 1.939 1.583
H27 1.129 -3.615 -4.793
H28 1.208 0.073 2.559
C29 -4.776 -0.078 -4.101
H29 -1.476 -4.983 0.208
H30 2.580 2.958 1.664
H31 -0.841 -5.005 -4.209
C30 5.558 1.416 1.221
C31 -1.004 6.525 -2.336
H32 2.979 -5.138 1.735
H33 -6.590 1.040 -4.400
C32 1.417 -4.213 -0.456
H34 2.048 -4.911 3.221
H35 -4.156 2.313 3.283
O4 8.442 -0.411 -2.322
H36 -5.513 1.500 2.477
O5 -2.699 2.834 -0.152
H37 -2.718 5.951 -1.597
H38 3.112 0.231 -5.718
H39 -1.450 -1.677 3.119
H40 3.560 -3.818 -0.493
C33 4.671 0.263 -4.252
C34 -1.643 -4.504 1.174
H41 2.920 -4.556 -1.971
C35 -0.289 -1.624 -2.427
N6 3.245 2.194 -0.112
O6 -0.301 7.327 -2.928
H42 -2.765 -3.499 4.691
Te1 -1.318 4.025 2.118
C36 -1.447 -2.387 -2.084
H43 -0.113 -0.694 -1.901
C37 -1.598 -3.636 -2.762
H44 1.802 3.046 -1.377
H45 1.690 5.377 -2.456
C38 -1.345 5.713 4.787
C39 -2.466 3.928 -0.722
C40 0.866 4.852 -2.001
N7 0.542 -0.334 3.206
H46 -2.456 -4.251 -2.514
S1 0.517 4.005 4.966
N8 -2.543 -0.006 2.762
H47 2.182 -2.446 2.989
C41 2.400 -3.071 2.123
C42 -3.948 -0.712 -3.188
C43 -0.692 -4.049 -3.717
As1 0.823 -2.911 0.910
C44 -0.314 -4.236 1.873
H48 0.915 4.996 7.177
H49 -4.532 -3.429 4.576
H50 -3.822 -1.328 0.204
C45 0.413 -3.269 -4.057
C46 -6.275 0.531 -2.335

Values from the calculation:
HOMO-LUMO gap ... 2.5 eV
Charge ... -2
Multiplicity ... 1
LUMO energy ... 0.057 Ha

---

Which is most stable? The ranking, best first, is *i*, *ii*.